(1)
The molecule C3H4INOS in a non-equilibrium geometry. Source: the OMol25 dataset; level of theory: ωB97M-V/def2-TZVPD.

Output
frontier orbital gap: 7.785 eV
net charge: 0
lowest unoccupied orbital energy: -0.001 Ha
energy above the lowest of the compared OMol25 structures with the same formula, charge and spin: 46.8 kcal per mole

Geometry (Å):
C1 0.2854 -1.3945 -0.2097
C2 0.7543 0.8419 0.6144
C3 -1.2671 0.2835 -0.9965
N1 1.0503 -0.5698 0.4335
O1 0.1177 -2.5241 -0.4914
S1 -0.0747 1.5349 -0.8677
I1 -2.9067 0.2925 0.3781
H1 0.0792 0.9773 1.4642
H2 1.6745 1.4054 0.7547
H3 -1.5863 0.0677 -2.0004
H4 1.8734 -0.9148 0.9206

---

(2)
The ion C3H4IOS with charge -1 in a non-equilibrium geometry. Source: the OMol25 dataset; level of theory: ωB97M-V/def2-TZVPD.

Output
frontier orbital gap: 6.866 eV
SMILES: C[C@H](I)C([O-])=S
net charge: -1
lowest unoccupied orbital energy: 0.111 Ha
energy above the lowest of the compared OMol25 structures with the same formula, charge and spin: 17.7 kcal per mole

Geometry (Å):
C1 -0.5926 1.0650 -0.0746
C2 0.5224 0.2327 0.2741
I1 2.4267 0.9918 -0.2747
C3 0.2675 -1.5172 -0.3155
O1 1.2095 -1.9939 -0.9452
S1 -1.2076 -2.0839 0.1829
H1 -0.9332 0.8653 -1.1295
H2 -1.3227 0.3843 0.4600
H3 -0.8256 2.0244 0.4035
H4 0.4556 0.0315 1.4190

---

(3)
A structure of composition C3H4IrO2 in a non-equilibrium geometry. Source: the OMol25 dataset; level of theory: ωB97M-V/def2-TZVPD.

Output
frontier orbital gap (alpha / beta): 6.291 / 7.774 eV
multiplicity: 6
net charge: 0
⟨S²⟩: 8.7624
lowest unoccupied orbital energy (alpha / beta): 0.021 / -0.110 Ha
energy above the lowest of the compared OMol25 structures with the same formula, charge and spin: 2.3 kcal per mole

Geometry (Å):
O1 2.3164 -0.0683 -2.5101
C1 1.4246 -0.0850 -1.7200
O2 0.1657 1.4444 1.1240
C2 -0.8040 0.7179 1.8734
C3 -1.3363 -0.4904 1.0716
Ir1 -0.0233 0.2629 -0.3259
H1 -1.6367 1.3992 2.1531
H2 -0.3521 0.3819 2.8318
H3 -2.4258 -0.4364 0.9083
H4 -1.1229 -1.4504 1.5714

---

(4)
A structure of composition C3H4LaMgO4 in a non-equilibrium geometry. Source: the OMol25 dataset; level of theory: ωB97M-V/def2-TZVPD.

Output
frontier orbital gap (alpha / beta): 4.840 / 8.417 eV
multiplicity: 2
net charge: +2
⟨S²⟩: 0.7513
lowest unoccupied orbital energy (alpha / beta): -0.268 / -0.268 Ha
energy above the lowest of the compared OMol25 structures with the same formula, charge and spin: 0.0 kcal per mole

Geometry (Å):
O1 0.6292 -2.4611 0.4975
C1 1.2181 -1.2734 0.3901
O2 1.4288 -0.5167 1.5360
C2 1.7817 -1.2485 2.7456
Mg1 0.8123 -3.0765 2.3081
H1 -1.3066 1.1678 -1.7037
H2 1.4231 -0.6267 3.5792
H3 2.8859 -1.2643 2.8170
H4 1.1148 -0.6517 -0.5106
O3 -1.8461 3.1189 -2.2062
C3 -1.9269 1.8645 -2.3513
O4 -2.7241 1.3986 -3.2167
La1 -3.4902 3.5692 -3.8850

---

(5)
A structure of composition C3H4LaO4 in a non-equilibrium geometry. Source: the OMol25 dataset; level of theory: ωB97M-V/def2-TZVPD.

Output
frontier orbital gap: 6.520 eV
net charge: +1
lowest unoccupied orbital energy: -0.232 Ha
energy above the lowest of the compared OMol25 structures with the same formula, charge and spin: 0.0 kcal per mole

Geometry (Å):
O1 -1.4146 -0.9022 1.2128
C1 -2.0664 -1.0644 0.0553
C2 -0.3047 0.0053 1.0084
O2 -3.1900 -1.5077 -0.0099
O3 -1.3774 -0.5800 -0.9613
C3 0.0097 -0.1452 -0.4662
H1 0.5230 -0.2974 1.6595
H2 -0.6562 1.0067 1.2964
H3 0.6181 -1.0574 -0.5989
O4 3.0560 1.7159 -0.7247
H4 3.6459 0.9920 -0.5180
La1 1.1564 1.8344 -1.9534

---

(6)
A structure of composition C3H4LiMgO2 in a non-equilibrium geometry. Source: the OMol25 dataset; level of theory: ωB97M-V/def2-TZVPD.

Output
frontier orbital gap: 7.909 eV
net charge: +3
lowest unoccupied orbital energy: -0.610 Ha
energy above the lowest of the compared OMol25 structures with the same formula, charge and spin: 0.0 kcal per mole

Geometry (Å):
O1 -0.1305 -0.9613 0.9430
Li1 -1.3504 0.7020 0.2047
C1 1.0540 -0.8988 0.5328
C2 1.3715 -0.2809 -0.7463
H1 1.8021 -1.5742 0.9754
H2 2.4248 -0.5004 -0.9876
H3 1.3087 0.8104 -0.6022
Mg1 -0.7923 -2.0271 2.5245
C3 -2.8328 2.3367 -0.4826
O2 -3.5713 3.1111 -0.8195
H4 0.7161 -0.7174 -1.5423

---

(7)
A structure of composition C3H4LiMgO4 in a non-equilibrium geometry. Source: the OMol25 dataset; level of theory: ωB97M-V/def2-TZVPD.

Output
frontier orbital gap: 9.668 eV
net charge: +1
lowest unoccupied orbital energy: -0.151 Ha
energy above the lowest of the compared OMol25 structures with the same formula, charge and spin: 0.0 kcal per mole

Geometry (Å):
H1 3.3326 0.5817 0.7182
C1 2.4329 0.6127 0.0896
C2 2.4349 1.7955 -0.7938
O1 1.6955 1.8760 0.4173
H2 3.3031 2.4606 -0.8219
H3 1.8267 1.8046 -1.7048
O2 -0.7339 0.0712 0.0060
C3 -1.2879 -1.0655 0.0522
O3 -2.5979 -1.1167 0.1018
Li1 -0.1813 1.7585 0.5582
H4 -2.8894 -2.0186 -0.1291
Mg1 1.1191 -1.0149 -0.2295
O4 -0.6074 -2.1006 -0.1846

---

(8)
A structure of composition C3H4LiMnO4 in a non-equilibrium geometry. Source: the OMol25 dataset; level of theory: ωB97M-V/def2-TZVPD.

Output
frontier orbital gap (alpha / beta): 7.208 / 6.851 eV
multiplicity: 6
net charge: +1
⟨S²⟩: 8.7568
lowest unoccupied orbital energy (alpha / beta): -0.203 / -0.216 Ha
energy above the lowest of the compared OMol25 structures with the same formula, charge and spin: 21.6 kcal per mole

Geometry (Å):
O1 1.3632 -2.2818 -1.3566
C1 0.9396 -1.1560 -1.6065
C2 1.0976 1.0564 0.6724
O2 -0.2880 -0.8110 -1.7102
O3 1.8384 -0.1786 -1.3473
C3 1.5274 1.0932 -0.7875
H1 1.7461 0.4017 1.2767
H2 1.3362 2.0618 1.0621
H3 2.4609 1.6666 -0.8518
H4 0.8075 1.6019 -1.4468
O4 -0.3586 0.8145 0.9177
Mn1 -1.3505 0.1324 -0.4893
Li1 -0.9198 1.1440 2.6012

---

(9)
A structure of composition C3H4LiO3Rb in a non-equilibrium geometry. Source: the OMol25 dataset; level of theory: ωB97M-V/def2-TZVPD.

Output
frontier orbital gap (alpha / beta): 4.416 / 4.419 eV
net charge: 0
lowest unoccupied orbital energy (alpha / beta): -0.048 / -0.048 Ha
energy above the lowest of the compared OMol25 structures with the same formula, charge and spin: 176.2 kcal per mole

Geometry (Å):
O1 -0.6432 -2.9657 0.0955
C1 0.5460 -2.3635 0.1933
C2 -1.6063 -1.9934 -0.4340
O2 1.5883 -2.9185 0.4433
O3 0.3102 -1.0692 0.2124
C3 -1.3853 -0.8354 0.5153
H1 -2.5935 -2.4110 -0.2047
H2 -1.3545 -1.6444 -1.4510
H3 -2.4173 -0.4351 0.5488
Rb1 0.7049 1.3811 2.4176
Li1 -0.9620 1.7486 -1.2596
H4 -1.9890 1.0780 1.5333

---

(10)
A structure of composition C3H4LiO3Tl in a non-equilibrium geometry. Source: the OMol25 dataset; level of theory: ωB97M-V/def2-TZVPD.

Output
frontier orbital gap (alpha / beta): 6.669 / 6.769 eV
multiplicity: 2
net charge: +1
⟨S²⟩: 0.7581
lowest unoccupied orbital energy (alpha / beta): -0.177 / -0.175 Ha
energy above the lowest of the compared OMol25 structures with the same formula, charge and spin: 165.9 kcal per mole

Geometry (Å):
H1 -0.3135 2.2153 0.7252
C1 -0.3706 1.2114 0.2626
C2 -0.0153 0.1942 1.3159
O1 -0.1521 -1.1880 1.1244
C3 -0.8127 -1.8974 0.0935
O2 0.3778 -2.1604 -0.7929
Tl1 1.5076 -0.5150 -0.4719
O3 0.5332 1.1291 -0.8189
H2 -1.4079 1.0794 -0.1128
H3 -0.2810 0.4477 2.3474
H4 0.1130 -2.7324 -1.5150
Li1 0.8213 2.2161 -2.1576

---

(11)
A structure of composition C3H4LiO3Tl in a non-equilibrium geometry. Source: the OMol25 dataset; level of theory: ωB97M-V/def2-TZVPD.

Output
frontier orbital gap (alpha / beta): 9.842 / 9.417 eV
multiplicity: 2
net charge: +3
⟨S²⟩: 0.7549
lowest unoccupied orbital energy (alpha / beta): -0.607 / -0.609 Ha
energy above the lowest of the compared OMol25 structures with the same formula, charge and spin: 92.3 kcal per mole

Geometry (Å):
C1 -2.2194 0.0753 0.3867
C2 -1.5438 -0.9845 0.9062
H1 -2.2043 0.3605 -0.6690
H2 -1.7386 -1.4486 -0.1457
H3 -1.6949 -1.2270 1.9634
O1 1.6992 0.0430 -1.0319
C3 2.4867 0.7782 -0.3572
O2 2.1807 1.1702 0.7872
O3 3.6313 1.0988 -0.8590
Li1 1.6054 -0.7968 -2.7076
Tl1 0.4575 0.0962 0.6864
H4 -2.6598 0.8348 1.0405

---

(12)
A structure of composition C3H4LuO2 in a non-equilibrium geometry. Source: the OMol25 dataset; level of theory: ωB97M-V/def2-TZVPD.

Output
frontier orbital gap (alpha / beta): 6.831 / 8.951 eV
multiplicity: 2
net charge: +2
⟨S²⟩: 0.7513
lowest unoccupied orbital energy (alpha / beta): -0.399 / -0.422 Ha
energy above the lowest of the compared OMol25 structures with the same formula, charge and spin: 26.8 kcal per mole

Geometry (Å):
O1 -0.5850 -1.4773 -0.3307
C1 -0.5614 -0.3356 0.3630
Lu1 0.4598 1.8436 -0.5846
O2 -1.5204 0.4275 0.5650
C2 0.8220 -1.8781 -0.3050
H1 0.8783 -2.7909 0.3009
H2 1.1389 -2.0724 -1.3363
C3 1.4385 -0.6463 0.3280
H3 1.5951 -0.6268 1.4158
H4 2.4823 -0.5475 -0.0006

---

(13)
A structure of composition C3H4MgO3 in a non-equilibrium geometry. Source: the OMol25 dataset; level of theory: ωB97M-V/def2-TZVPD.

Output
frontier orbital gap: 5.575 eV
net charge: 0
lowest unoccupied orbital energy: -0.084 Ha
energy above the lowest of the compared OMol25 structures with the same formula, charge and spin: 30.2 kcal per mole

Geometry (Å):
O1 0.7225 -0.5652 -2.0886
C1 -0.1001 0.4479 -2.2560
O2 0.4313 1.5142 -1.6944
O3 -1.3400 0.3017 -2.3880
C2 -0.3944 0.2787 1.5083
C3 -0.0664 -1.0183 1.4569
H1 -1.2765 0.8352 1.1914
H2 -0.6256 -1.7213 0.8347
H3 0.8107 -1.4321 1.9602
Mg1 1.4011 0.3137 -0.4363
H4 0.4374 1.0456 1.9118

---

(14)
The molecule C3H4N2 in a non-equilibrium geometry. Source: the OMol25 dataset; level of theory: ωB97M-V/def2-TZVPD.

Output
frontier orbital gap: 10.352 eV
SMILES: C1=NN=CC1
net charge: 0
lowest unoccupied orbital energy: 0.024 Ha
energy above the lowest of the compared OMol25 structures with the same formula, charge and spin: 67.6 kcal per mole

Geometry (Å):
C1 0.3154 -1.0762 -0.0497
N1 -0.9332 -1.2503 -0.0341
N2 -1.6315 -0.1223 0.0851
C2 -0.8270 0.7857 -0.0396
C3 0.5987 0.3783 0.0634
H1 0.9588 -1.9862 -0.0283
H2 -0.8372 1.8222 -0.1465
H3 1.2252 0.4439 0.8582
H4 1.1309 1.0050 -0.7085

---

(15)
A cluster of 2 separate species, C3H4N2 in total in a non-equilibrium geometry. Source: the OMol25 dataset; level of theory: ωB97M-V/def2-TZVPD.

Output
frontier orbital gap: 11.246 eV
SMILES: C#CC.N#N
net charge: 0
lowest unoccupied orbital energy: 0.045 Ha
energy above the lowest of the compared OMol25 structures with the same formula, charge and spin: 28.2 kcal per mole

Geometry (Å):
C1 0.2456 -1.4916 0.7598
C2 0.4605 -0.5595 0.0794
C3 0.9728 0.5560 -0.6653
H1 0.0586 -2.3060 1.3691
H2 1.9899 0.4407 -0.8367
H3 0.6160 1.4882 -0.3324
H4 0.5599 0.3974 -1.6501
N1 -2.7995 0.4543 0.3292
N2 -2.1037 1.0205 0.9471

---

(16)
The molecule C3H4N2 in a non-equilibrium geometry. Source: the OMol25 dataset; level of theory: ωB97M-V/def2-TZVPD.

Output
frontier orbital gap (alpha / beta): 7.656 / 8.267 eV
net charge: 0
lowest unoccupied orbital energy (alpha / beta): -0.021 / -0.016 Ha
energy above the lowest of the compared OMol25 structures with the same formula, charge and spin: 147.9 kcal per mole

Geometry (Å):
N1 1.4050 -0.9996 -0.7715
C1 1.4387 0.1579 -0.4545
C2 0.1982 0.8590 -0.0211
C3 -0.9219 -0.2434 -0.1774
N2 -0.5101 0.2745 1.0629
H1 0.1226 1.9345 -0.1391
H2 -1.9764 -0.0440 -0.4207
H3 0.4302 -1.6497 -0.9034
H4 -0.0719 -0.2594 1.8053

---

(17)
The molecule C3H4N2 in a non-equilibrium geometry. Source: the OMol25 dataset; level of theory: ωB97M-V/def2-TZVPD.

Output
frontier orbital gap (alpha / beta): 5.363 / 7.492 eV
multiplicity: 3
net charge: 0
⟨S²⟩: 2.0091
lowest unoccupied orbital energy (alpha / beta): 0.027 / -0.149 Ha
energy above the lowest of the compared OMol25 structures with the same formula, charge and spin: 78.9 kcal per mole

Geometry (Å):
C1 -1.7524 -0.1023 -0.0067
C2 0.6982 0.7068 -0.1717
C3 0.6213 -0.6946 0.1477
N1 -2.8388 -0.0415 0.3556
N2 -0.3804 -0.1015 -0.6875
H1 0.4619 1.4296 0.4795
H2 1.5330 1.1187 -0.9149
H3 1.4000 -1.2843 -0.3909
H4 0.2572 -1.0309 1.1888

---

(18)
The molecule C3H4N2O. Source: the OMol25 dataset; level of theory: ωB97M-V/def2-TZVPD.

Output
frontier orbital gap (alpha / beta): 7.738 / 7.741 eV
net charge: 0
lowest unoccupied orbital energy (alpha / beta): -0.049 / -0.049 Ha
energy above the lowest of the compared OMol25 structures with the same formula, charge and spin: 99.7 kcal per mole

Geometry (Å):
N1 1.9203 -0.0326 -0.2915
C1 0.6107 -0.3182 -0.0656
N2 -0.1562 0.8368 -0.1862
C2 -1.4330 0.7722 0.1630
C3 -2.0604 -0.3810 -0.1656
O1 0.2189 -1.4510 0.2382
H1 2.1742 0.9373 -0.3980
H2 2.6090 -0.6899 0.0351
H3 -1.9361 1.7036 0.4349
H4 -1.9474 -1.3773 0.2357

---

(19)
A cluster of 2 separate species, C3H4N2O in total in a non-equilibrium geometry. Source: the OMol25 dataset; level of theory: ωB97M-V/def2-TZVPD.

Output
frontier orbital gap: 9.202 eV
SMILES: NC#[N+][O-].C#C
net charge: 0
lowest unoccupied orbital energy: 0.015 Ha
energy above the lowest of the compared OMol25 structures with the same formula, charge and spin: 133.9 kcal per mole

Geometry (Å):
N1 -2.1235 -0.4192 -0.1099
C1 -0.8808 -0.9508 -0.0043
N2 0.1213 -1.5221 0.0833
O1 1.2322 -2.0242 0.1760
H1 -2.3967 0.1357 0.6919
H2 -2.2805 0.0732 -0.9808
C2 2.0601 0.8146 0.0857
C3 1.1190 1.5573 -0.0149
H3 2.8502 0.1011 0.1793
H4 0.2988 2.2345 -0.1063

---

(20)
The molecule C3H4N2O in a non-equilibrium geometry. Source: the OMol25 dataset; level of theory: ωB97M-V/def2-TZVPD.

Output
frontier orbital gap: 10.977 eV
SMILES: N#CCNC=O
net charge: 0
lowest unoccupied orbital energy: 0.021 Ha
energy above the lowest of the compared OMol25 structures with the same formula, charge and spin: 53.2 kcal per mole

Geometry (Å):
N1 2.2722 1.0221 1.4799
C1 1.4589 0.3762 0.9562
C2 0.5240 -0.6473 0.3510
N2 -0.4821 -0.3909 -0.9413
C3 -1.1987 0.6618 -0.5343
O1 -0.9115 1.1281 0.5536
H1 1.1598 -1.4055 -0.0541
H2 -0.0656 -1.0172 1.2091
H3 -0.7341 -0.8293 -1.8585
H4 -2.0075 1.0875 -1.1428